This record from the Open Molecules 2025 dataset describes a structure of composition C53H28F3I4N4O4RuS. The level of theory is wB97M-V/def2-TZVPD.

The LUMO energy (spin up / spin down) comes out at 2.9695 / 2.9687 eV. Its expectation value of S² is 8.922. The total energy is -123541.0360 eV. For the frontier orbital gap (spin up / spin down), the calculation gives 3.6 / 5.0 eV.

```
! wB97M-V def2-TZVPD RIJCOSX def2/J DEFGRID3
* xyz -2 6
Ru -0.0709 -0.5574 -0.1837
I -8.1610 -5.1718 0.9686
C -6.4227 -4.2735 0.1351
C -5.5168 -5.0425 -0.5705
C -4.3617 -4.4686 -1.0589
C -4.0376 -3.1233 -0.8060
C -5.0335 -2.3598 -0.1573
C -6.2010 -2.9176 0.3068
C -2.7562 -2.4940 -1.0239
C -2.7788 -1.0659 -1.2074
C -3.6524 -0.3465 -2.0485
C -3.3950 0.9959 -1.8550
C -2.4332 1.0859 -0.8167
C -2.1308 2.1613 0.0577
C -2.8665 3.4068 0.0342
C -2.3053 4.6004 0.5311
C -2.9378 5.8179 0.4131
C -4.1714 5.8795 -0.2076
I -5.1503 7.7510 -0.4311
C -4.7979 4.7259 -0.6407
C -4.1661 3.5114 -0.4930
C -1.1622 1.9630 1.0933
N -0.0949 1.1135 1.0099
C 0.6726 1.3009 2.1326
C 1.9732 0.7555 2.2819
C 2.8557 1.2399 3.3220
C 3.7473 0.3658 3.9699
C 4.6583 0.8230 4.8975
C 4.6917 2.1732 5.2029
I 6.1224 2.9074 6.5938
C 3.7970 3.0579 4.6266
C 2.8904 2.5912 3.7009
C 2.4730 -0.2444 1.4130
C 3.8373 -0.5983 1.2165
C 3.8564 -1.6971 0.3995
C 2.5049 -2.0207 0.1014
N 1.6892 -1.0704 0.6639
C 2.0339 -3.1852 -0.5267
C 0.6658 -3.4270 -0.7648
C 0.1037 -4.7185 -0.9582
C -1.2536 -4.5610 -0.9872
C -1.5225 -3.1656 -0.8864
N -0.3340 -2.5048 -0.7185
C 2.9578 -4.2801 -0.8255
C 3.8462 -4.7736 0.1357
C 4.6802 -5.8409 -0.1411
C 4.6436 -6.4160 -1.3981
I 5.9276 -8.0566 -1.8254
C 3.7813 -5.9532 -2.3751
C 2.9378 -4.8999 -2.0812
C 0.0080 2.2028 2.9975
C -1.1319 2.6176 2.3463
N -1.9954 -0.1894 -0.5305
H -5.7073 -6.0914 -0.7474
H -3.7198 -5.0726 -1.6784
H -4.8589 -1.3094 0.0187
H -6.9270 -2.3066 0.8204
H -4.3582 -0.7798 -2.7364
H -3.7817 1.8080 -2.4391
H -1.3322 4.5776 0.9954
H -2.4614 6.7134 0.7936
H -5.7799 4.7736 -1.0868
H -4.7043 2.6158 -0.7561
H 3.7077 -0.6890 3.7394
H 5.3444 0.1359 5.3718
H 3.8261 4.1100 4.8725
H 2.2157 3.2797 3.2179
H 4.6845 -0.0596 1.6021
H 4.7206 -2.2039 0.0134
H 0.6508 -5.6406 -1.0262
H -1.9595 -5.3567 -1.0911
H 3.8655 -4.3266 1.1198
H 5.3437 -6.2264 0.6205
H 3.7643 -6.4037 -3.3578
H 2.2769 -4.5161 -2.8434
H 0.3037 2.4696 3.9970
H -1.8840 3.2846 2.7314
O -1.3087 4.2404 -2.5814
C -0.3784 3.6951 -2.0371
O -0.0138 2.4237 -2.3851
C 0.5167 4.1990 -1.0127
C 0.4667 5.4391 -0.3796
C 1.3936 5.7265 0.5985
C 2.3742 4.7903 0.9329
C 2.4449 3.5637 0.2983
C 1.5036 3.2646 -0.6767
S 1.3238 1.8215 -1.6377
H -0.3027 6.1363 -0.6683
H 1.3602 6.6789 1.1101
H 3.1043 5.0287 1.6941
H 3.2028 2.8432 0.5589
F 1.3572 -1.1528 -5.9220
C 0.4379 -0.8160 -4.9884
F 0.0967 0.4566 -5.2545
F -0.6484 -1.5656 -5.2755
C 0.9997 -1.0286 -3.4986
O 1.9726 -1.7503 -3.4178
O 0.3533 -0.4000 -2.6434
*
```